# 1
# C4H12FHfO4

A structure of composition C4H12FHfO4 in a non-equilibrium geometry (ωB97M-V/def2-TZVPD, OMol25).

Each line ends with the Löwdin charge.
Atoms and positions in Å:
1 Hf 1.3155 -0.4160 -3.3958  2.38
2 F 0.1885 0.9197 -1.8641  -0.41
3 C -1.1273 2.0495 1.9532  -0.13
4 C 0.2678 2.4416 1.3961  -0.13
5 O 0.8542 1.2916 0.7778  0.00
6 O -1.1273 1.0006 2.8499  0.14
7 H -1.8950 2.0530 1.1795  0.16
8 H -1.3785 2.9780 2.4660  0.20
9 H 0.8638 2.9203 2.1731  0.15
10 H 0.2709 3.1917 0.6053  0.16
11 H 0.4845 1.1800 -0.1011  0.03
12 H -0.3201 0.5128 2.6704  0.12
13 C -0.7295 -1.8922 -1.2252  -0.08
14 C 0.6580 -2.0519 -0.4573  -0.10
15 O 1.7629 -1.3075 -1.1162  -0.18
16 O -0.5191 -1.9966 -2.7531  -0.14
17 H -1.2725 -1.0258 -0.8476  0.13
18 H -1.3338 -2.7270 -0.8704  0.15
19 H 1.0243 -3.0722 -0.5706  0.14
20 H 0.3528 -1.8147 0.5619  0.15
21 H 2.4625 -1.3476 -0.4600  0.14
22 H -0.8025 -2.8873 -2.9719  0.13

Largest force on an atom in eV/Å: 7.9
Charge: +3
Energy above the lowest of the compared OMol25 structures with the same formula, charge and spin in kcal per mole: 0.0
HOMO level in eV: -19.55
Lowest unoccupied orbital energy in eV: -17.155
Molar mass in g mol⁻¹: 321.62
HOMO-LUMO gap in Eh: 0.0880

# 2
# C4H12FO4Sr2

A structure of composition C4H12FO4Sr2 in a non-equilibrium geometry (ωB97M-V/def2-TZVPD, OMol25).

Each line ends with the Löwdin charge.
Atoms and positions in Å:
1 Sr -1.2607 -1.0008 -3.5835  1.87
2 Sr 0.0128 -2.0588 0.5101  1.79
3 F 0.1149 -0.5595 -1.5537  -0.73
4 C 2.7828 2.1939 -1.4857  -0.22
5 C 3.8177 1.1420 -1.1388  -0.26
6 O 4.3273 1.3030 0.1636  -0.03
7 O 1.5534 2.0138 -0.7741  -0.08
8 H 2.5828 2.1181 -2.5684  0.12
9 H 3.1891 3.1917 -1.3489  0.14
10 H 4.6656 1.2751 -1.8119  0.13
11 H 3.3806 0.1371 -1.2923  0.10
12 H 3.6903 0.9973 0.8137  0.08
13 H 1.1440 1.2184 -1.1169  0.00
14 C -3.2383 -0.4568 1.2936  -0.13
15 C -3.3631 -1.8658 1.7957  -0.19
16 O -2.0821 -2.2963 2.3052  -0.15
17 O -1.9347 -0.3057 0.5903  -0.22
18 H -3.2354 0.2705 2.0991  0.15
19 H -4.0268 -0.2759 0.5674  0.14
20 H -3.7167 -2.5609 1.0319  0.13
21 H -4.0574 -1.8446 2.6358  0.15
22 H -2.2524 -2.9538 2.9932  0.13
23 H -2.0936 0.3179 -0.1253  0.08

Largest force on an atom in eV/Å: 2.2
Charge: +3
Energy above the lowest of the compared OMol25 structures with the same formula, charge and spin in kcal per mole: 0.0
HOMO level in eV: -16.84
Lowest unoccupied orbital energy in eV: -12.650
Molar mass in g mol⁻¹: 318.37
HOMO-LUMO gap in Eh: 0.1542

# 3
# C4H12I2O4Zn

A structure of composition C4H12I2O4Zn in a non-equilibrium geometry (ωB97M-V/def2-TZVPD, OMol25).

Each line ends with the Löwdin charge.
Atoms and positions in Å:
1 Zn -0.6852 0.9995 -0.3205  0.19
2 I -2.2573 2.6800 1.1420  -0.05
3 I -0.6818 2.1245 -3.0226  -0.19
4 C 2.3400 1.3317 0.8706  -0.17
5 C 1.4463 0.5153 1.9157  -0.20
6 O 0.2750 0.1135 1.3514  -0.15
7 O 1.4705 1.9379 -0.0663  -0.14
8 H 3.0623 0.7000 0.3537  0.12
9 H 2.8174 2.0197 1.5684  0.12
10 H 1.2300 1.0278 2.8531  0.13
11 H 1.9472 -0.4284 2.1315  0.12
12 H -0.1768 -0.6310 1.7555  0.13
13 H 2.0392 2.5128 -0.5837  0.10
14 C -0.6226 -1.8925 -1.2062  -0.18
15 C -2.0656 -1.7042 -0.6812  -0.18
16 O -2.3058 -0.3770 -0.2810  -0.18
17 O 0.1479 -0.7048 -1.3014  -0.20
18 H -0.6037 -2.2365 -2.2403  0.13
19 H 0.0754 -2.5429 -0.6791  0.12
20 H -2.2293 -2.4013 0.1406  0.12
21 H -2.8025 -1.9891 -1.4321  0.13
22 H -3.2436 -0.1734 -0.3077  0.10
23 H 0.8232 -0.8816 -1.9604  0.11

Largest force on an atom in eV/Å: 3.2
Energy above the lowest of the compared OMol25 structures with the same formula, charge and spin in kcal per mole: 26.4
HOMO level in eV: -7.43
Lowest unoccupied orbital energy in eV: -0.353
Molar mass in g mol⁻¹: 443.33
HOMO-LUMO gap in Eh: 0.2600

# 4
# C4H12IN2

A cluster of 2 separate species, C4H12IN2 in total in a non-equilibrium geometry (ωB97M-V/def2-TZVPD, OMol25).

Each line ends with the Löwdin charge.
Atoms and positions in Å:
1 C 1.5232 1.8125 0.5939  -0.07
2 C -1.0955 -0.9228 -1.6155  -0.10
3 C 0.1206 1.3781 0.1749  -0.26
4 C -1.2950 -0.5934 -0.1409  -0.84
5 N -1.0039 -2.4263 1.0605  0.06
6 N -0.1238 -0.0592 0.4718  -0.09
7 I -3.0744 0.3811 0.3758  1.04
8 H 1.5530 2.0692 1.6370  0.08
9 H 2.2796 1.0660 0.2635  0.09
10 H 1.6720 2.6218 -0.1632  0.11
11 H -0.2134 -1.6293 -1.5343  0.11
12 H -0.8529 0.0400 -2.0233  0.06
13 H -2.0442 -1.2781 -2.0649  0.10
14 H -0.0641 1.6437 -0.9445  0.16
15 H -0.5526 2.0727 0.7914  0.12
16 H -1.9958 -2.2467 1.4570  0.02
17 H -1.1367 -3.2562 0.5106  0.00
18 H -0.1180 -0.3777 1.4799  0.18
19 H 0.7461 -0.6619 0.0296  0.24

Largest force on an atom in eV/Å: 5.0
Charge: +1
Energy above the lowest of the compared OMol25 structures with the same formula, charge and spin in kcal per mole: 89.8
HOMO level (alpha / beta) in eV: -13.41 / -13.40
Lowest unoccupied orbital energy (alpha / beta) in eV: -4.515 / -4.512
Molar mass in g mol⁻¹: 215.06
HOMO-LUMO gap (alpha / beta) in Eh: 0.3269 / 0.3266